[1]
{"formula": "C42H99FN2O19PS9", "method": "ωB97M-V/def2-TZVPD", "elements": ["C", "C", "C", "O", "C", "C", "C", "C", "O", "F", "P", "O", "O", "O", "N", "C", "O", "C", "C", "C", "C", "C", "N", "C", "C", "C", "C", "O", "C", "O", "C", "C", "O", "C", "C", "O", "C", "C", "H", "H", "H", "H", "H", "H", "H", "H", "H", "H", "H", "H", "H", "H", "H", "H", "H", "H", "H", "H", "H", "H", "H", "H", "H", "H", "H", "H", "H", "H", "H", "H", "H", "H", "H", "H", "H", "H", "H", "H", "H", "H", "H", "H", "H", "C", "S", "O", "C", "H", "H", "H", "H", "H", "H", "C", "S", "O", "C", "H", "H", "H", "H", "H", "H", "C", "S", "O", "C", "H", "H", "H", "H", "H", "H", "C", "S", "O", "C", "H", "H", "H", "H", "H", "H", "C", "S", "O", "C", "H", "H", "H", "H", "H", "H", "C", "S", "O", "C", "H", "H", "H", "H", "H", "H", "C", "S", "O", "C", "H", "H", "H", "H", "H", "H", "C", "S", "O", "C", "H", "H", "H", "H", "H", "H", "C", "S", "O", "C", "H", "H", "H", "H", "H", "H"], "coordinates": [[-2.552, 0.391, 1.643], [-1.443, -0.402, 1.787], [-0.787, -0.569, 3.119], [-0.831, 0.667, 3.830], [-0.388, 0.543, 5.148], [1.137, 0.250, 5.134], [1.786, 1.482, 4.508], [3.236, 1.471, 4.081], [3.601, 1.504, 2.952], [4.142, 1.493, 5.071], [1.523, 0.228, 6.976], [0.657, 1.193, 7.649], [3.043, 0.470, 7.289], [1.287, -1.258, 7.517], [1.214, -1.113, 4.460], [2.456, -1.924, 4.659], [3.502, -1.083, 4.970], [4.499, -1.674, 5.812], [5.046, -3.000, 5.297], [0.632, -1.207, 3.046], [0.292, -2.701, 2.823], [1.128, -3.587, 1.894], [0.815, -4.979, 2.255], [1.989, -5.860, 2.285], [2.510, -6.345, 0.921], [-0.309, -5.533, 1.560], [-1.384, -6.065, 2.478], [-0.468, -5.571, 0.363], [1.536, -0.538, 2.035], [1.322, -0.848, 0.685], [2.198, 0.037, -0.039], [2.271, -0.159, -1.537], [1.599, 0.947, -2.107], [1.659, 0.953, -3.540], [0.313, 0.503, -4.109], [-0.717, 1.137, -3.383], [-1.556, 0.235, -2.683], [-2.533, 1.045, -1.860], [-3.443, -0.098, 1.267], [-2.562, 1.465, 1.773], [-1.087, -0.923, 0.905], [-1.408, -1.284, 3.677], [-0.932, -0.235, 5.702], [-0.573, 1.487, 5.640], [1.707, 2.274, 5.258], [1.245, 1.878, 3.660], [3.299, 1.382, 7.103], [0.492, -1.649, 7.141], [0.497, -1.633, 4.963], [2.296, -2.649, 5.458], [2.695, -2.508, 3.776], [4.126, -1.758, 6.830], [5.311, -0.958, 5.837], [6.022, -3.141, 5.746], [4.446, -3.818, 5.689], [5.102, -3.044, 4.216], [0.270, -3.211, 3.790], [-0.723, -2.791, 2.452], [2.201, -3.424, 1.879], [0.789, -3.389, 0.879], [2.780, -5.290, 2.765], [1.807, -6.712, 2.934], [2.200, -7.374, 0.769], [3.590, -6.282, 0.858], [2.082, -5.784, 0.098], [-1.007, -6.849, 3.126], [-2.208, -6.417, 1.872], [-1.746, -5.230, 3.074], [2.582, -0.713, 2.312], [1.375, 0.535, 2.142], [1.900, 1.071, 0.133], [3.209, -0.048, 0.363], [3.325, -0.093, -1.806], [1.852, -1.108, -1.873], [1.875, 1.972, -3.845], [2.469, 0.295, -3.850], [0.276, 0.813, -5.152], [0.249, -0.578, -3.999], [-0.965, -0.432, -2.048], [-2.107, -0.358, -3.417], [-3.040, 1.738, -2.517], [-3.262, 0.374, -1.419], [-1.972, 1.575, -1.096], [6.839, 1.055, 2.807], [7.291, 1.869, 1.268], [8.240, 0.967, 0.565], [8.253, 3.181, 2.022], [6.255, 0.170, 2.558], [7.742, 0.761, 3.344], [6.238, 1.728, 3.413], [9.058, 2.752, 2.619], [7.604, 3.794, 2.647], [8.672, 3.800, 1.231], [-3.725, 4.465, 3.145], [-4.719, 3.921, 1.750], [-3.854, 3.039, 0.913], [-4.795, 5.511, 0.944], [-3.522, 3.598, 3.772], [-2.788, 4.886, 2.780], [-4.281, 5.210, 3.714], [-3.786, 5.863, 0.731], [-5.313, 6.223, 1.587], [-5.343, 5.390, 0.011], [-3.021, -6.323, -4.387], [-3.406, -4.925, -3.336], [-3.195, -3.682, -4.133], [-1.986, -5.092, -2.249], [-3.774, -6.375, -5.170], [-2.037, -6.188, -4.834], [-3.050, -7.239, -3.798], [-1.062, -5.019, -2.822], [-2.037, -6.049, -1.734], [-2.026, -4.286, -1.519], [-3.948, -11.604, -3.500], [-4.330, -10.214, -2.431], [-4.114, -8.979, -3.233], [-2.902, -10.399, -1.358], [-4.706, -11.644, -4.279], [-2.965, -11.463, -3.948], [-3.974, -12.525, -2.918], [-1.988, -10.338, -1.950], [-2.959, -11.357, -0.841], [-2.924, -9.590, -0.630], [5.785, -1.964, -6.307], [4.179, -1.164, -6.241], [3.932, -0.809, -4.815], [3.217, -2.628, -6.595], [6.542, -1.220, -6.069], [5.820, -2.772, -5.576], [5.954, -2.350, -7.312], [3.433, -3.389, -5.844], [3.469, -2.991, -7.591], [2.161, -2.364, -6.558], [-3.380, 2.486, -6.767], [-3.831, 2.973, -5.098], [-4.675, 1.878, -4.541], [-4.935, 4.302, -5.567], [-2.714, 1.628, -6.699], [-4.278, 2.213, -7.323], [-2.864, 3.312, -7.256], [-5.726, 3.901, -6.198], [-4.372, 5.071, -6.100], [-5.363, 4.721, -4.666], [-8.045, 1.530, -4.284], [-8.184, 3.199, -4.917], [-7.397, 4.066, -4.003], [-9.903, 3.445, -4.454], [-7.015, 1.208, -4.436], [-8.281, 1.526, -3.220], [-8.726, 0.878, -4.831], [-10.011, 3.307, -3.379], [-10.530, 2.737, -4.996], [-10.182, 4.461, -4.726], [6.745, 7.357, -0.799], [7.759, 5.875, -0.822], [8.487, 5.821, 0.475], [8.920, 6.461, -2.059], [5.967, 7.220, -0.051], [7.361, 8.217, -0.538], [6.289, 7.497, -1.779], [9.389, 7.382, -1.713], [8.392, 6.631, -2.997], [9.675, 5.692, -2.200], [-6.194, 10.508, 3.084], [-5.913, 9.392, 1.707], [-5.173, 8.215, 2.244], [-4.711, 10.423, 0.863], [-6.895, 10.029, 3.765], [-5.253, 10.699, 3.598], [-6.624, 11.438, 2.713], [-3.868, 10.619, 1.525], [-5.186, 11.356, 0.560], [-4.370, 9.884, -0.019]], "orbital_gap_ev": 6.6, "spin_multiplicity": 1, "molar_mass_g_mol": 1274.82, "total_energy_ev": -196549.1378, "charge": 1}



[2]
{"formula": "C43H101N7O7", "method": "ωB97M-V/def2-TZVPD", "elements": ["C", "C", "C", "C", "C", "C", "C", "C", "C", "N", "O", "H", "H", "H", "H", "H", "H", "H", "H", "H", "H", "H", "H", "H", "H", "H", "H", "H", "H", "H", "C", "C", "C", "C", "C", "C", "C", "C", "C", "N", "O", "H", "H", "H", "H", "H", "H", "H", "H", "H", "H", "H", "H", "H", "H", "H", "H", "H", "H", "H", "C", "C", "C", "C", "C", "C", "C", "C", "C", "N", "O", "H", "H", "H", "H", "H", "H", "H", "H", "H", "H", "H", "H", "H", "H", "H", "H", "H", "H", "H", "C", "O", "C", "C", "C", "N", "H", "H", "H", "H", "H", "H", "H", "H", "H", "H", "H", "C", "O", "C", "C", "C", "N", "H", "H", "H", "H", "H", "H", "H", "H", "H", "H", "H", "C", "O", "C", "C", "C", "N", "H", "H", "H", "H", "H", "H", "H", "H", "H", "H", "H", "C", "O", "C", "C", "C", "N", "H", "H", "H", "H", "H", "H", "H", "H", "H", "H", "H"], "coordinates": [[21.377, 1.302, -3.541], [22.742, 0.892, -3.976], [23.708, 1.715, -3.042], [22.792, -0.685, -3.516], [23.888, -1.364, -4.279], [23.728, -1.033, -5.725], [23.821, 0.465, -6.132], [25.253, 0.941, -5.952], [23.528, 0.474, -7.654], [22.802, 1.143, -5.428], [22.746, 2.517, -5.760], [20.728, 0.736, -4.210], [21.092, 0.916, -2.563], [21.128, 2.316, -3.855], [24.751, 1.786, -3.351], [23.454, 2.750, -2.812], [23.620, 1.176, -2.098], [22.945, -0.782, -2.441], [21.843, -1.188, -3.696], [24.887, -1.037, -3.989], [23.749, -2.437, -4.150], [22.852, -1.520, -6.153], [24.597, -1.418, -6.258], [25.312, 2.006, -6.176], [25.810, 0.486, -6.771], [25.751, 0.642, -5.029], [22.446, 0.461, -7.786], [24.161, -0.289, -8.108], [23.900, 1.345, -8.194], [21.806, 2.716, -5.755], [11.837, -2.016, 4.380], [12.899, -1.454, 3.444], [13.650, -2.615, 2.652], [12.100, -0.524, 2.405], [12.985, 0.595, 1.810], [13.694, 1.475, 2.853], [14.508, 0.683, 3.863], [15.898, 0.262, 3.153], [14.722, 1.586, 5.057], [13.699, -0.528, 4.244], [14.490, -1.272, 5.178], [12.295, -2.473, 5.257], [11.025, -1.403, 4.770], [11.354, -2.924, 4.019], [12.977, -3.464, 2.533], [13.930, -2.168, 1.698], [14.510, -3.063, 3.150], [11.713, -1.159, 1.607], [11.253, -0.020, 2.870], [13.734, 0.188, 1.131], [12.370, 1.252, 1.195], [13.008, 2.076, 3.450], [14.448, 2.078, 2.346], [16.401, 1.089, 2.651], [15.719, -0.482, 2.378], [16.650, -0.083, 3.863], [13.758, 1.683, 5.555], [15.043, 2.617, 4.907], [15.473, 1.118, 5.694], [15.196, -1.720, 4.705], [23.828, 2.924, 10.166], [24.409, 1.575, 9.645], [25.879, 1.212, 10.179], [23.427, 0.420, 10.079], [22.080, 0.456, 9.312], [22.438, 0.364, 7.828], [23.308, 1.521, 7.267], [23.675, 0.984, 5.840], [22.419, 2.775, 7.059], [24.476, 1.604, 8.153], [25.404, 2.506, 7.644], [23.513, 2.761, 11.196], [24.518, 3.765, 10.107], [22.870, 3.148, 9.696], [25.840, 0.829, 11.199], [26.340, 0.437, 9.567], [26.506, 2.102, 10.121], [23.887, -0.567, 10.015], [23.041, 0.460, 11.097], [21.442, -0.398, 9.538], [21.370, 1.259, 9.510], [21.594, 0.110, 7.187], [23.109, -0.494, 7.783], [24.486, 0.268, 5.974], [24.258, 1.641, 5.195], [22.845, 0.603, 5.244], [21.767, 2.851, 7.930], [21.903, 2.917, 6.109], [23.072, 3.641, 7.169], [26.182, 1.950, 7.566], [29.346, 3.194, 0.189], [30.059, 3.087, 1.431], [29.431, 2.205, 2.402], [30.323, 1.865, 3.587], [31.579, 1.060, 3.230], [29.675, 1.011, 4.589], [29.481, 4.134, -0.346], [28.275, 3.306, 0.356], [29.476, 2.396, -0.542], [28.391, 2.444, 2.623], [29.299, 1.340, 1.752], [30.571, 2.804, 4.080], [31.452, 0.104, 2.722], [32.249, 0.770, 4.040], [32.184, 1.582, 2.488], [29.432, 0.222, 4.008], [30.537, 0.841, 5.087], [29.564, 4.822, -9.261], [28.841, 4.727, -7.978], [28.956, 5.911, -7.236], [27.641, 6.088, -6.464], [26.409, 6.338, -7.365], [27.644, 7.238, -5.484], [30.579, 5.193, -9.114], [29.006, 5.501, -9.906], [29.740, 3.900, -9.814], [29.726, 5.722, -6.487], [28.977, 6.848, -7.793], [27.419, 5.232, -5.826], [26.547, 7.323, -7.812], [25.461, 6.334, -6.827], [26.410, 5.600, -8.167], [27.565, 8.060, -6.065], [26.865, 7.233, -4.841], [21.211, 4.896, -12.563], [21.135, 6.010, -13.390], [22.308, 6.816, -13.538], [22.437, 8.072, -12.533], [23.788, 8.767, -12.514], [22.303, 7.634, -11.155], [22.047, 4.255, -12.841], [20.255, 4.401, -12.736], [21.371, 5.175, -11.521], [23.172, 6.168, -13.389], [22.229, 7.168, -14.566], [21.753, 8.887, -12.769], [24.223, 9.044, -13.474], [24.560, 8.109, -12.114], [23.848, 9.559, -11.768], [22.953, 6.917, -10.866], [21.368, 7.287, -11.000], [17.268, 6.557, -1.226], [18.231, 6.413, -0.221], [19.304, 7.276, -0.547], [20.636, 7.024, 0.268], [20.440, 7.172, 1.781], [21.673, 7.957, -0.131], [16.415, 5.944, -0.934], [17.521, 6.352, -2.266], [16.907, 7.585, -1.246], [19.669, 7.190, -1.570], [18.954, 8.306, -0.473], [20.938, 5.982, 0.164], [20.063, 8.182, 1.942], [21.374, 6.918, 2.281], [19.703, 6.410, 2.035], [22.430, 7.900, 0.534], [21.256, 8.869, -0.009]], "orbital_gap_ev": 8.4, "spin_multiplicity": 1, "relative_energy_kj_mol": 623.49, "molar_mass_g_mol": 828.32, "smiles": "CC1(C)CCCC(C)(C)N1O.CC1(C)CCCC(C)(C)N1O.CC1(C)CCCC(C)(C)N1O.COC[C@H](C)N.COC[C@H](C)N.COC[C@H](C)N.COC[C@H](C)N", "total_energy_ev": -70980.9907}



Computed LUMO, in the same sequence as the records: -2.841, 0.323 eV.
Computed E_HOMO, in the same sequence as the records: -9.45, -8.06 eV.